(1)
Formula: C10H22N3
Source: the OMol25 dataset
Level of theory: the ωB97M-V functional and the def2-TZVPD basis

Output
Gap between HOMO and LUMO = 0.310 Ha
Highest occupied orbital energy = -11.32 eV
E = -558.14223 hartree
Energy above the lowest of the compared OMol25 structures with the same formula, charge and spin = 91.48 kcal per mole
Total charge = +1

Each line ends with the Löwdin charge.
Element x y z (Å)
C -1.897 0.147 0.086  -0.0931
C -0.810 -0.336 -0.804  -0.0837
C -1.947 1.306 0.649  -0.1361
C -0.788 -1.532 -1.359  -0.2620
C -2.075 2.428 1.285  -0.0047
C 1.478 -2.609 -1.449  -0.0682
C -3.031 -1.955 -2.139  -0.1016
C 0.348 -1.963 -2.233  -0.2215
C -1.957 -2.519 -1.299  -0.2094
C 1.730 0.759 1.247  -0.2267
N 2.975 0.906 1.036  0.1875
N 1.046 1.497 2.099  0.1743
N 2.489 3.984 2.876  0.0326
H -2.806 -0.392 0.268  0.1194
H 0.155 0.260 -0.826  0.1174
H -2.329 3.368 0.869  0.0537
H 1.213 -0.125 0.805  0.1376
H -2.044 2.250 2.395  0.0836
H 1.762 -1.973 -0.685  0.0206
H 1.019 -3.542 -1.043  0.1070
H 2.286 -2.836 -2.063  0.0585
H -2.835 -2.090 -3.274  0.1249
H -3.959 -2.450 -2.104  0.0626
H -3.159 -0.955 -1.814  0.0545
H 0.639 -1.121 -2.942  0.1430
H 0.049 -2.723 -2.883  0.0857
H -1.630 -3.618 -1.505  0.1578
H -2.410 -2.581 -0.403  0.0609
H 3.501 0.166 0.541  0.1596
H 3.522 1.731 1.230  0.1290
H 1.540 2.388 2.327  0.0622
H 0.029 1.439 2.473  0.1578
H 2.967 4.139 3.732  0.0307
H 3.239 3.986 2.180  0.0433
H 1.688 4.567 2.728  0.0431

---

(2)
Formula: C10H22NP
Source: the OMol25 dataset
Level of theory: the ωB97M-V functional and the def2-TZVPD basis

Output
Gap between HOMO and LUMO (spin up / spin down) = 0.245 / 0.246 Ha
Highest occupied orbital energy (spin up / spin down) = -6.62 / -6.63 eV
E = -790.14148 hartree
Energy above the lowest of the compared OMol25 structures with the same formula, charge and spin = 54.48 kcal per mole

Each line ends with the Löwdin charge.
Element x y z (Å)
C 4.194 -1.455 0.738  -0.0574
C 1.384 0.996 -1.740  -0.1164
C -2.533 -1.488 -0.039  -0.0721
C -4.282 0.217 0.686  -0.0574
C -2.721 0.453 -1.266  -0.1440
C 2.051 1.225 1.323  -0.0623
C 2.681 -1.177 0.607  -0.1837
C 2.703 0.956 -0.923  -0.1993
C -2.834 -0.032 0.184  -0.6863
C 2.407 0.302 0.453  -0.3393
N -1.911 0.607 1.141  -0.3881
P -1.067 1.916 0.761  0.8067
H 4.427 -2.437 0.186  0.1124
H 4.724 -0.696 0.385  0.0136
H 4.385 -1.512 1.763  0.0548
H 0.905 -0.045 -2.053  0.1066
H 1.404 1.417 -2.730  0.0484
H 0.518 1.426 -1.281  -0.0348
H -1.879 -1.725 -0.775  0.0285
H -2.104 -1.911 0.911  0.0968
H -3.406 -2.135 -0.333  0.1111
H -4.503 1.254 0.731  0.0503
H -4.657 -0.186 1.656  0.0933
H -5.025 0.064 -0.130  0.0887
H -3.129 1.508 -1.339  0.0777
H -1.677 0.225 -1.738  0.0984
H -3.348 -0.117 -1.911  0.0614
H 1.731 0.981 2.409  0.0843
H -1.653 -0.049 1.831  0.0444
H 1.928 2.233 1.183  0.0021
H 2.201 -1.503 1.418  0.0670
H 2.405 -1.646 -0.227  0.0614
H 3.124 1.977 -0.579  0.1281
H 3.558 0.355 -1.302  0.1050

---

(3)
Formula: C10H22O7S
Source: the OMol25 dataset
Level of theory: the ωB97M-V functional and the def2-TZVPD basis

Output
Gap between HOMO and LUMO = 0.389 Ha
Highest occupied orbital energy = -9.82 eV
E = -1319.06633 hartree

Each line ends with the Löwdin charge.
Element x y z (Å)
C 0.221 -0.638 -0.875  -0.0808
C -0.576 0.632 -1.125  -0.2858
O -1.786 0.413 -1.888  -0.3598
S -3.112 -0.003 -1.054  0.8957
O -3.026 0.489 0.297  -0.4168
O -2.841 -1.637 -0.915  -0.2856
H 1.095 -0.334 -0.302  0.0928
H 0.600 -1.093 -1.785  0.0920
H -0.319 -1.331 -0.250  0.0316
H -0.716 1.140 -0.174  0.1087
H 0.046 1.299 -1.722  0.0810
H -1.935 -1.789 -1.237  0.0367
O 1.209 2.878 -1.666  0.0909
C 0.905 4.038 -1.579  -0.5051
O 1.876 4.961 -1.476  0.0065
C 1.638 6.370 -1.557  -0.2344
C 1.253 6.952 -0.213  -0.0642
C -0.542 4.465 -1.494  0.0231
H 0.904 6.594 -2.332  0.1129
H 2.581 6.801 -1.886  0.1226
H 0.316 6.532 0.154  0.0680
H 1.139 8.034 -0.285  0.0817
H 2.019 6.728 0.528  0.0841
H -0.868 4.402 -0.456  0.1009
H -1.135 3.777 -2.092  0.0921
H -0.733 5.465 -1.874  0.0709
O 0.599 -3.145 0.347  0.0914
C 0.315 -3.999 1.144  -0.5037
O 1.273 -4.850 1.557  0.0050
C 1.096 -5.772 2.636  -0.2360
C 0.463 -7.067 2.170  -0.0648
C -1.106 -4.189 1.621  0.0211
H 0.541 -5.310 3.453  0.1129
H 2.098 -5.968 3.012  0.1223
H -0.540 -6.905 1.775  0.0675
H 0.398 -7.777 2.994  0.0814
H 1.058 -7.509 1.371  0.0837
H -1.637 -4.818 0.908  0.0989
H -1.587 -3.214 1.657  0.0905
H -1.186 -4.621 2.616  0.0704

---

(4)
Formula: C10H22O8S2
Source: the OMol25 dataset
Level of theory: the ωB97M-V functional and the def2-TZVPD basis

Output
Gap between HOMO and LUMO = 0.402 Ha
Highest occupied orbital energy = -10.67 eV
E = -1792.49278 hartree

Each line ends with the Löwdin charge.
Element x y z (Å)
C 2.457 -1.227 -5.256  -0.0636
C 2.368 -0.321 -4.031  -0.2708
O 2.329 1.028 -4.525  -0.2561
S 3.120 2.180 -3.667  0.6162
C 1.794 2.909 -2.752  -0.1238
O 4.010 1.526 -2.738  -0.2879
O 3.555 3.134 -4.635  -0.2701
H 1.639 -0.953 -5.921  0.0783
H 2.273 -2.250 -4.914  0.0779
H 3.409 -1.195 -5.777  0.0799
H 1.468 -0.611 -3.478  0.1015
H 3.195 -0.418 -3.329  0.1062
H 1.504 2.308 -1.891  0.0495
H 0.936 3.057 -3.409  0.0722
H 2.054 3.918 -2.435  0.0745
C -0.981 1.513 2.807  -0.0642
C -0.418 0.547 3.824  -0.2440
O -1.367 0.407 4.912  -0.2583
S -1.932 -1.074 5.250  0.6054
C -3.695 -0.746 5.085  -0.1165
O -1.549 -2.042 4.249  -0.2984
O -1.617 -1.345 6.619  -0.2738
H -1.258 2.493 3.191  0.0810
H -1.834 1.125 2.247  0.0746
H -0.169 1.702 2.092  0.0769
H -0.155 -0.422 3.402  0.0957
H 0.491 0.960 4.269  0.1285
H -3.856 -0.379 4.072  0.0628
H -3.996 0.038 5.777  0.0707
H -4.300 -1.626 5.284  0.0710
O 1.175 0.535 -0.095  0.1048
C 0.292 -0.284 -0.084  -0.5190
C -0.801 -0.374 -1.149  -0.0641
C -1.318 -1.770 -0.877  -0.1660
C -1.014 -2.009 0.603  -0.1206
O 0.166 -1.198 0.848  0.0471
H -1.638 0.294 -0.921  0.1310
H -0.480 -0.216 -2.171  0.1082
H -2.368 -1.992 -1.079  0.1179
H -0.787 -2.493 -1.506  0.1183
H -1.840 -1.680 1.237  0.1175
H -0.860 -3.049 0.873  0.1299

---

(5)
Formula: C10H23AlClNO3P
Source: the OMol25 dataset
Level of theory: the ωB97M-V functional and the def2-TZVPD basis

Output
Gap between HOMO and LUMO = 0.076 Ha
Highest occupied orbital energy = -9.40 eV
E = -1718.62414 hartree
Energy above the lowest of the compared OMol25 structures with the same formula, charge and spin = 27.37 kcal per mole
Total charge = +1

Each line ends with the Löwdin charge.
Element x y z (Å)
C 4.831 -0.656 0.085  -0.1182
C 3.355 -0.399 0.593  -0.3043
C 2.237 -1.198 -0.233  -0.5455
C 0.836 -0.789 0.459  -0.1477
P 2.594 -3.054 -0.058  0.9089
H 5.050 -1.711 -0.244  0.0500
H 5.017 0.004 -0.822  0.0756
H 5.538 -0.375 0.925  0.0920
H 3.142 0.708 0.420  0.1157
H 3.220 -0.543 1.713  0.1099
H 2.271 -0.843 -1.301  0.1206
H 0.520 0.187 -0.001  0.0799
H 0.087 -1.623 0.317  -0.0522
H 1.034 -0.610 1.560  0.0941
H 1.517 -3.635 0.710  -0.4169
H 3.762 -3.199 0.775  -0.0396
Al -0.148 -3.839 1.163  0.9727
O 4.440 2.025 -2.514  -0.2447
H 3.673 1.571 -2.146  -0.1173
O -1.295 0.041 -1.785  -0.2401
C -2.278 0.066 -1.017  -0.5420
O -2.521 -0.988 -0.251  0.0019
C -3.500 -1.014 0.808  -0.2032
C -4.874 -1.352 0.272  -0.0431
C -3.225 1.222 -1.012  0.0054
H -3.487 -0.080 1.374  0.1269
H -3.179 -1.797 1.498  0.1126
H -5.227 -0.600 -0.435  0.0795
H -5.596 -1.426 1.087  0.0963
H -4.850 -2.304 -0.264  0.0924
H -3.955 1.089 -1.813  0.1054
H -2.656 2.136 -1.191  0.0504
H -3.739 1.362 -0.065  0.0896
Cl -2.085 -0.348 -3.606  0.5310
C 0.350 3.611 1.086  -0.0476
C -0.932 3.761 0.341  -0.2198
N -1.929 3.879 -0.242  0.1373
H 0.290 4.144 2.035  0.0863
H 0.543 2.556 1.281  0.0571
H 1.171 4.022 0.497  0.0906

---

(6)
Formula: C10H23BF4N2
Source: the OMol25 dataset
Level of theory: the ωB97M-V functional and the def2-TZVPD basis

Output
Gap between HOMO and LUMO = 0.309 Ha
Highest occupied orbital energy = -9.89 eV
E = -928.78199 hartree

Each line ends with the Löwdin charge.
Element x y z (Å)
C -1.830 -0.557 -3.989  -0.1188
C -1.994 -1.553 -2.799  -0.2507
C -0.647 -1.781 -2.040  -0.2036
C -0.930 -2.001 -0.517  -0.1852
C -0.423 -0.805 0.332  -0.1995
C 1.120 -0.686 0.160  -0.1698
C 1.824 -0.117 1.414  -0.2053
C 3.234 0.328 0.830  -0.0951
N 3.741 1.331 1.814  0.0433
C 2.566 2.260 2.037  -0.0533
C 1.365 1.269 2.001  -0.3267
N 0.078 1.837 1.581  0.0822
H -2.787 -0.374 -4.506  0.0675
H -1.488 0.402 -3.571  0.0696
H -1.129 -0.970 -4.732  0.0642
H -2.398 -2.525 -3.133  0.1060
H -2.762 -1.118 -2.135  0.0953
H -0.177 -2.673 -2.493  0.1051
H -0.012 -0.903 -2.248  0.0887
H -0.411 -2.906 -0.148  0.1029
H -2.022 -2.058 -0.394  0.1023
H -0.761 -0.812 1.377  0.1080
H -0.854 0.104 -0.130  0.1136
H 1.507 -1.719 0.018  0.1228
H 1.381 -0.168 -0.777  0.1098
H 1.976 -0.838 2.231  0.1471
H 2.984 0.965 -0.036  0.1389
H 3.859 -0.534 0.573  0.1440
H 4.531 1.878 1.475  0.1784
H 4.046 0.784 2.618  0.1828
H 2.520 3.085 1.310  0.1437
H 2.800 2.704 3.019  0.1355
H 1.228 1.039 3.088  0.1417
H -0.671 1.262 1.963  0.0743
H -0.026 2.719 2.078  0.0883
B -3.895 0.629 0.744  -1.2338
F -2.988 0.294 1.794  0.0535
F -3.322 1.641 -0.058  0.0694
F -4.134 -0.517 -0.049  0.0760
F -5.101 1.087 1.300  0.0866